Entry 1:
DFT (ωB97M-V/def2-TZVPD) results for a 4-piece molecular cluster, C22H46BrIO16P4 overall.

HOMO-LUMO gap, hartree: 0.262
Calculated total energy, eV: -171607.87391
LUMO energy, eV: -2.30

CARTESIAN COORDINATES (ANGSTROEM)
I (-0.133, 0.824, 5.109)
Br (0.610, 2.248, 10.764)
P (-0.518, 2.375, 7.041)
P (-3.868, 0.854, -7.592)
P (5.828, -1.330, 3.382)
P (-1.739, -0.746, -0.025)
O (-3.501, 0.295, 7.875)
O (-5.205, 0.074, -7.629)
O (7.467, -1.879, 3.449)
O (-4.050, 1.448, -9.137)
O (-2.805, -0.814, -1.386)
O (-2.216, -0.937, 9.420)
O (-0.132, -1.483, 10.523)
O (-2.114, -2.341, 0.240)
O (-1.682, 3.449, 6.428)
O (-0.498, -0.928, -1.120)
O (-2.374, 1.726, -7.549)
O (4.361, -0.839, 3.321)
O (6.367, -0.182, 2.303)
O (6.125, -0.535, 4.807)
O (-4.527, 2.110, -6.731)
O (-0.786, -0.686, 1.193)
C (-2.795, -2.660, 1.447)
C (4.789, 1.513, 1.607)
C (-3.804, -2.918, -2.111)
C (-2.738, -1.862, -2.353)
C (-2.292, 3.110, -7.890)
C (-2.254, 3.991, -6.651)
C (1.730, -1.234, -0.231)
C (5.969, -2.223, 6.543)
C (-4.272, -2.331, 1.350)
C (5.391, -0.952, 5.952)
C (-1.090, 1.108, 8.340)
C (-3.855, 1.749, -4.427)
C (9.010, -1.059, 5.152)
C (-4.999, 1.825, -5.419)
C (-4.690, 0.634, -10.118)
C (8.556, -0.991, 3.703)
C (-6.153, 1.018, -10.250)
C (-0.592, 0.958, 9.787)
C (5.506, 0.226, 1.242)
C (0.744, -0.273, -0.871)
C (-1.049, -0.546, 10.168)
C (-2.274, -0.034, 8.313)
H (9.380, -1.328, 3.064)
H (1.276, -1.837, 0.565)
H (5.308, -2.624, 7.315)
H (0.592, 0.622, -0.254)
H (-4.204, 1.371, -3.464)
H (5.441, -0.145, 6.690)
H (-3.424, 2.742, -4.263)
H (-3.096, 3.434, -8.555)
H (4.403, 1.505, 2.633)
H (-1.351, 3.235, -8.436)
H (-4.755, -2.466, -1.814)
H (-2.925, -1.394, -3.325)
H (-6.640, 1.165, -9.279)
H (-1.791, 4.117, 7.177)
H (4.336, -1.097, 5.704)
H (6.123, 0.391, 0.352)
H (-6.250, 1.970, -10.784)
H (-3.507, -3.607, -1.315)
H (-5.571, 0.894, -5.407)
H (-3.255, 4.134, -6.235)
H (-4.772, -3.020, 0.662)
H (3.955, 1.705, 0.926)
H (-1.632, 3.552, -5.867)
H (-4.752, -2.423, 2.326)
H (-6.709, 0.256, -10.804)
H (-2.665, -3.731, 1.628)
H (-2.346, -2.134, 2.295)
H (4.798, -0.574, 0.988)
H (2.585, -0.697, 0.188)
H (2.103, -1.946, -0.975)
H (10.016, -0.641, 5.262)
H (8.336, 0.043, 3.427)
H (5.480, 2.362, 1.550)
H (-3.050, 1.104, -4.793)
H (-4.182, 0.797, -11.074)
H (6.126, -2.987, 5.776)
H (-4.433, -1.319, 0.967)
H (-5.685, 2.628, -5.132)
H (-4.570, -0.430, -9.876)
H (1.141, 0.072, -1.831)
H (-1.872, 4.988, -6.898)
H (-1.752, -2.331, -2.405)
H (8.355, -0.470, 5.801)
H (-3.959, -3.525, -3.009)
H (9.003, -2.086, 5.526)
H (6.942, -2.023, 7.004)

---

Entry 2:
DFT (ωB97M-V/def2-TZVPD) results for C4H8ClN as an isolated structure.

HOMO-LUMO gap, hartree: 0.356
Calculated total energy, eV: -18287.79504
Relative energy (zero: lowest compared OMol25 entry of this formula, charge and spin), eV: 1.977
LUMO energy, eV: 0.95

CARTESIAN COORDINATES (ANGSTROEM)
Cl (0.108, -0.480, -2.200)
N (-0.843, 1.762, 0.825)
C (1.439, 0.329, -0.088)
C (0.112, -0.229, -0.527)
C (-0.266, -1.548, 0.160)
C (-1.300, 1.025, -0.036)
H (1.540, 0.377, 1.025)
H (-1.099, -2.055, -0.415)
H (-1.480, 2.287, 1.451)
H (0.551, -2.250, -0.083)
H (-2.222, 0.667, -0.365)
H (2.274, -0.139, -0.584)
H (1.547, 1.498, -0.289)
H (-0.362, -1.246, 1.126)

---

Entry 3:
DFT (ωB97M-V/def2-TZVPD) results for C44H36Cl2N2O9STeV as an isolated structure.

Total charge: +2
HOMO-LUMO gap (alpha / beta), hartree: 0.179 / 0.184
Calculated total energy, eV: -136464.21409
⟨S²⟩: 0.7602
Relative energy (zero: lowest compared OMol25 entry of this formula, charge and spin), eV: 3.236
Spin multiplicity: 2
LUMO energy (alpha / beta), eV: -8.00 / -7.86

CARTESIAN COORDINATES (ANGSTROEM)
Te (0.259, -0.735, -1.015)
V (-0.425, 1.258, 1.545)
Cl (5.443, 2.727, 5.725)
Cl (0.322, 1.073, 5.764)
S (-2.188, 1.048, 2.764)
O (-5.822, 0.394, -2.761)
O (-1.505, 2.091, -1.239)
O (0.594, 1.297, 2.862)
O (-0.428, 3.051, 1.148)
O (-0.581, 3.803, 3.255)
O (1.882, 1.734, 0.635)
O (-7.304, -0.600, -1.449)
O (0.685, 4.674, -0.653)
O (0.038, -1.441, 3.044)
N (-0.087, -0.625, 0.942)
N (-1.170, 1.353, -0.440)
C (-0.116, 5.394, 1.539)
C (-5.280, 0.321, -0.471)
C (0.240, -5.405, 1.499)
C (3.853, 0.203, -3.032)
C (-1.479, -4.660, -0.017)
C (2.816, 2.075, 1.342)
C (2.838, 2.016, 2.807)
C (0.338, 8.002, 0.695)
C (1.712, 1.609, 3.536)
C (-0.139, 7.772, 1.986)
C (0.571, -3.427, -2.478)
C (-0.302, -3.069, 1.353)
C (0.439, -4.102, 1.923)
C (-4.891, 1.626, -0.184)
C (-6.161, 0.058, -1.663)
C (4.665, -0.736, -0.971)
C (-0.716, -5.682, 0.528)
C (-1.004, -4.921, -5.596)
C (4.014, 2.300, 4.879)
C (-0.229, -2.290, -2.355)
C (0.303, -4.251, -3.562)
C (-4.772, -0.747, 0.264)
C (2.892, 1.898, 5.593)
C (-0.731, -3.986, -4.457)
C (-1.522, -2.857, -4.255)
C (0.595, 6.954, -0.163)
C (-1.298, -1.980, -3.204)
C (0.374, 5.640, 0.243)
C (-0.354, 6.480, 2.398)
C (-3.819, -0.518, 1.243)
C (3.198, -1.578, 0.859)
C (2.335, -0.566, -1.342)
C (3.371, -0.951, -0.496)
C (2.557, 0.009, -2.591)
C (3.993, 2.365, 3.491)
C (-3.973, 1.868, 0.824)
C (4.909, -0.175, -2.213)
C (1.727, 1.549, 4.924)
C (1.656, -3.806, -1.515)
C (-2.170, -0.763, -3.041)
C (-0.387, 4.063, 2.099)
C (-3.409, 0.789, 1.500)
C (-1.271, -3.351, 0.394)
C (-0.096, -1.686, 1.870)
H (3.489, -2.630, 0.836)
H (0.908, -5.140, -3.700)
H (3.842, -1.086, 1.589)
H (-0.880, -6.704, 0.210)
H (2.642, -3.618, -1.942)
H (0.464, 3.818, -0.267)
H (-1.630, 0.158, -3.276)
H (4.874, 2.688, 2.951)
H (-1.655, -4.466, -6.340)
H (-0.722, 6.267, 3.393)
H (-3.682, 2.881, 1.073)
H (0.818, -6.208, 1.935)
H (-0.337, 8.599, 2.653)
H (-0.078, -5.224, -6.082)
H (-5.106, -1.758, 0.060)
H (5.928, -0.029, -2.544)
H (0.974, 7.122, -1.162)
H (-2.240, -4.882, -0.754)
H (5.499, -1.028, -0.343)
H (0.512, 9.015, 0.358)
H (3.733, 2.462, 0.874)
H (1.578, -3.271, -0.569)
H (4.035, 0.649, -3.999)
H (-2.335, -2.647, -4.940)
H (2.919, 1.861, 6.674)
H (-7.493, -0.704, -0.507)
H (-5.307, 2.447, -0.753)
H (1.729, 0.309, -3.227)
H (-1.492, -5.827, -5.230)
H (-1.892, -2.558, -0.010)
H (-3.021, -0.804, -3.717)
H (1.155, -3.875, 2.702)
H (1.588, -4.868, -1.281)
H (-3.411, -1.338, 1.821)
H (2.180, -1.514, 1.229)
H (-2.572, -0.678, -2.027)

---

Entry 4:
DFT (ωB97M-V/def2-TZVPD) results for C54H45KN12O4 as an isolated structure.

Total charge: -2
HOMO-LUMO gap, hartree: 0.099
Calculated total energy, eV: -99123.50472
Relative energy (zero: lowest compared OMol25 entry of this formula, charge and spin), eV: 1.420
LUMO energy, eV: 2.78

CARTESIAN COORDINATES (ANGSTROEM)
K (-1.090, 1.508, -0.643)
O (-1.251, 2.133, -5.592)
O (-1.180, 2.451, 1.447)
O (-1.394, 2.303, -2.709)
O (0.536, -4.951, 1.374)
N (-1.744, -0.483, 1.454)
N (2.059, 0.666, 1.800)
N (-1.599, -1.086, 3.536)
N (-2.611, -2.249, -3.879)
N (2.197, -6.084, 2.232)
N (-2.345, -2.903, -2.727)
N (-2.982, 3.018, -0.551)
N (-2.925, -0.987, 3.296)
N (-1.878, -0.820, -2.314)
N (-3.338, 3.040, 0.767)
N (4.641, 2.268, 4.672)
N (2.034, -6.482, 0.938)
C (2.641, -1.406, -2.052)
C (-0.612, -5.726, -3.446)
C (0.047, 2.439, -5.082)
C (3.853, 0.389, 3.361)
C (-2.857, 2.921, 3.072)
C (-3.663, 3.098, 5.753)
C (0.736, -2.789, 5.907)
C (1.304, -5.174, 2.470)
C (-2.373, 2.702, 5.433)
C (-2.392, 2.427, -4.862)
C (4.141, 4.425, -1.527)
C (-4.849, 2.927, -3.665)
C (-0.712, -5.133, -1.129)
C (3.812, 1.745, 3.687)
C (2.935, -0.106, -2.477)
C (-2.554, -4.334, -2.623)
C (1.051, -5.796, 0.444)
C (3.071, -2.284, -4.250)
C (2.022, 1.962, 2.112)
C (3.301, 0.075, -3.814)
C (1.697, -3.792, 5.905)
C (2.845, 1.020, -1.528)
C (0.115, -3.389, 3.677)
C (4.101, 5.803, -1.537)
C (1.890, -4.585, 4.792)
C (-2.962, -0.605, 2.036)
C (1.734, 4.396, -1.965)
C (2.951, 3.646, -1.767)
C (0.493, -5.800, -0.889)
C (2.959, 2.293, -1.845)
C (-0.912, -0.782, 2.420)
C (-1.912, -2.025, -1.805)
C (-0.062, -2.581, 4.784)
C (1.097, -4.385, 3.661)
C (1.738, 5.768, -1.970)
C (-3.528, 2.577, -5.624)
C (-3.719, 2.788, -2.851)
C (-4.152, 3.322, 3.404)
C (-2.318, -0.997, -3.584)
C (2.917, 6.505, -1.777)
C (-4.551, 3.410, 4.729)
C (2.875, 2.542, 3.035)
C (1.135, -6.444, -1.948)
C (-2.375, 2.803, 1.645)
C (-4.774, 2.826, -5.037)
C (0.578, -6.404, -3.210)
C (-1.118, -1.497, 4.831)
C (-1.264, -5.088, -2.398)
C (-2.423, 2.506, -3.419)
C (2.962, -0.089, 2.417)
C (3.368, -0.997, -4.688)
C (-1.976, 2.616, 4.106)
C (-3.913, 2.869, -1.412)
C (2.706, -2.482, -2.926)
H (2.637, 0.712, -0.492)
H (2.306, -3.942, 6.788)
H (-1.026, -5.681, -4.446)
H (-2.423, -0.190, -4.293)
H (4.569, -0.274, 3.834)
H (2.070, -6.954, -1.760)
H (0.091, 3.434, -4.641)
H (2.821, 3.604, 3.241)
H (3.518, 1.083, -4.150)
H (-3.976, 3.168, 6.789)
H (-3.251, -4.530, -1.806)
H (-1.666, 2.469, 6.223)
H (2.461, -3.479, -2.575)
H (-0.729, -0.631, 5.373)
H (2.982, -1.138, 2.132)
H (-5.806, 3.133, -3.193)
H (2.650, -5.354, 4.765)
H (-0.489, -3.248, 2.792)
H (4.769, 3.265, 4.646)
H (-1.639, -2.276, -0.791)
H (0.714, 2.403, -5.947)
H (0.166, -0.749, 2.350)
H (0.608, -2.161, 6.780)
H (3.111, -3.121, -4.939)
H (0.819, 3.833, -2.096)
H (-4.830, 3.562, 2.598)
H (-3.019, -4.633, -3.559)
H (-3.432, 2.491, -6.701)
H (3.649, -0.832, -5.722)
H (5.017, 6.358, -1.353)
H (-5.653, 2.951, -5.659)
H (2.906, 7.589, -1.799)
H (1.076, -6.901, -4.033)
H (1.266, 2.546, 1.603)
H (-3.885, -0.392, 1.521)
H (0.800, 6.293, -2.121)
H (5.489, 1.755, 4.845)
H (-0.968, 2.316, 3.841)
H (-5.560, 3.731, 4.965)
H (5.069, 3.899, -1.330)
H (-1.994, -1.855, 5.372)
H (-4.956, 2.787, -1.067)
H (0.384, 1.722, -4.336)
H (2.337, -1.563, -1.022)
H (-1.216, -4.650, -0.301)

---

Entry 5:
DFT (ωB97M-V/def2-TZVPD) results for C2H5NO2PS as an isolated structure.

Total charge: -1
HOMO-LUMO gap (alpha / beta), hartree: 0.254 / 0.253
Calculated total energy, eV: -27862.64411
Relative energy (zero: lowest compared OMol25 entry of this formula, charge and spin), eV: 3.239
LUMO energy (alpha / beta), eV: 3.73 / 3.73

CARTESIAN COORDINATES (ANGSTROEM)
S (5.208, 0.169, -0.423)
P (3.351, 0.589, 0.142)
O (0.343, 1.669, 0.251)
O (2.631, -0.820, 0.569)
N (1.679, -0.912, -0.507)
C (-0.319, 0.513, -0.280)
C (0.370, -0.867, 0.121)
H (-0.151, -1.580, -0.415)
H (-1.380, 0.521, 0.017)
H (1.315, 1.472, 0.229)
H (-0.280, 0.460, -1.283)
H (0.566, -1.310, 1.232)

---

Entry 6:
DFT (ωB97M-V/def2-TZVPD) results for a 2-piece molecular cluster, C25H48N4O9P overall.

Total charge: +1
HOMO-LUMO gap, hartree: 0.278
Calculated total energy, eV: -60359.61655
Relative energy (zero: lowest compared OMol25 entry of this formula, charge and spin), eV: 14.992
LUMO energy, eV: -3.51

CARTESIAN COORDINATES (ANGSTROEM)
P (4.321, -1.213, -2.155)
O (0.664, -2.477, 8.297)
O (4.644, -0.169, -3.515)
O (5.730, -1.847, -1.695)
O (-2.432, 4.724, -2.787)
O (-0.638, -4.026, 7.307)
O (1.818, -2.729, 1.567)
O (-1.358, -1.857, 7.424)
O (-0.337, -3.868, 1.032)
O (3.303, -2.504, -2.729)
N (-2.372, 4.493, 0.508)
N (1.908, 1.629, 0.079)
N (-0.002, 2.304, -1.556)
N (-0.310, 2.892, 0.752)
C (-2.050, 5.841, 1.128)
C (0.670, 2.204, -0.202)
C (-1.666, 7.000, 0.005)
C (4.290, -1.633, -5.668)
C (-3.129, -2.348, -1.402)
C (-3.039, -0.755, -1.855)
C (-1.429, 2.770, -1.379)
C (-0.518, -2.711, 7.655)
C (0.409, -1.468, 4.095)
C (-1.762, 3.417, -2.867)
C (-3.890, 4.479, -2.742)
C (0.601, -3.159, 1.949)
C (-2.153, 0.160, -0.796)
C (3.740, -0.431, -4.647)
C (1.243, -3.739, 8.567)
C (-2.606, 1.726, -0.933)
C (2.709, 1.043, -1.067)
C (2.229, -2.839, -1.782)
C (1.196, -3.856, -2.616)
C (-1.629, -2.864, -0.939)
C (-1.431, -2.928, 0.694)
C (3.643, -0.253, -0.649)
C (-1.161, 3.836, -0.118)
C (0.620, -4.630, 7.541)
C (0.169, -2.840, 3.524)
H (-2.352, 2.624, -3.529)
H (-1.029, -0.065, -1.029)
H (-2.392, -0.259, 0.276)
H (0.181, 3.440, 1.494)
H (0.659, -4.631, -1.922)
H (4.585, 0.203, -0.078)
H (-4.283, 4.020, -3.765)
H (-2.486, -0.742, -2.910)
H (4.205, -1.336, -6.806)
H (1.565, -1.938, -1.442)
H (-0.558, -0.826, 4.360)
H (3.086, -0.926, 0.145)
H (0.028, 1.457, -2.175)
H (-0.776, -2.199, -1.398)
H (0.497, -5.655, 7.899)
H (1.495, -1.005, 4.223)
H (-3.171, 2.011, 0.060)
H (-4.238, 3.823, -1.824)
H (2.226, 1.646, 1.087)
H (2.646, -3.497, -0.893)
H (-3.434, 1.766, -1.792)
H (2.331, -3.695, 8.474)
H (3.438, 1.910, -1.437)
H (-4.135, -0.346, -1.982)
H (-1.464, -3.964, -1.347)
H (-1.174, 5.714, 1.904)
H (5.373, -1.997, -5.359)
H (-1.141, -1.863, 1.139)
H (0.391, -3.131, -3.109)
H (3.584, -2.575, -5.498)
H (-0.306, -3.730, 4.119)
H (-3.017, 6.157, 1.743)
H (1.185, -4.645, 6.603)
H (3.759, 0.556, -5.317)
H (-2.446, -3.343, 1.135)
H (2.608, -0.576, -4.346)
H (-3.851, -2.510, -0.465)
H (-3.529, -3.005, -2.306)
H (1.747, -4.375, -3.522)
H (-0.312, 4.555, -0.536)
H (2.077, 0.732, -2.001)
H (-1.752, 6.605, -1.095)
H (-2.364, 7.945, 0.103)
H (-2.767, 3.880, 1.256)
H (0.985, -4.035, 9.589)
H (-0.715, 3.558, -3.410)
H (-4.399, 5.539, -2.600)
H (-0.559, 7.350, 0.261)

---

> Look up the calculated total energy of the second one.

-18287.79504 eV

---

Repeat the second record exactly.
DFT (ωB97M-V/def2-TZVPD) results for C4H8ClN as an isolated structure.

HOMO-LUMO gap, hartree: 0.356
Calculated total energy, eV: -18287.79504
Relative energy (zero: lowest compared OMol25 entry of this formula, charge and spin), eV: 1.977
LUMO energy, eV: 0.95

CARTESIAN COORDINATES (ANGSTROEM)
Cl (0.108, -0.480, -2.200)
N (-0.843, 1.762, 0.825)
C (1.439, 0.329, -0.088)
C (0.112, -0.229, -0.527)
C (-0.266, -1.548, 0.160)
C (-1.300, 1.025, -0.036)
H (1.540, 0.377, 1.025)
H (-1.099, -2.055, -0.415)
H (-1.480, 2.287, 1.451)
H (0.551, -2.250, -0.083)
H (-2.222, 0.667, -0.365)
H (2.274, -0.139, -0.584)
H (1.547, 1.498, -0.289)
H (-0.362, -1.246, 1.126)

---

> Among the records above, which one has the lowest calculated total energy?

C22H46BrIO16P4

---

> Which value of calculated total energy does entry 5 give?

-27862.64411 eV